No. 1
C23H20BrN4OS3Ti | the ωB97M-V functional and the def2-TZVPD basis

Results
charge = +1
E_HOMO (alpha / beta) = -9.0 / -9.9 eV
total energy = -5800.7308 hartree
multiplicity = 3

Each line ends with the Mulliken spin population.
Element x y z (Å)
Ti -0.1415 -0.1747 -0.0322  1.88
C -0.6154 2.9983 0.9547  0.04
C -1.8843 2.2306 1.1817  0.01
C -2.9622 2.8785 1.8261  -0.01
C -4.1064 2.1816 2.0684  0.01
C -4.1990 0.8283 1.6754  -0.01
C -5.3673 0.0668 1.9057  0.00
C -5.4088 -1.2374 1.5075  0.00
C -4.2967 -1.8250 0.8774  0.00
C -3.1392 -1.1224 0.6342  -0.01
S -1.7672 -1.9078 -0.1436  -0.03
C -3.0861 0.2451 1.0330  0.04
N -1.9373 0.9691 0.7969  -0.04
H -0.8246 4.0482 0.7514  0.00
H -0.0420 2.5934 0.1191  -0.03
H 0.0217 2.9581 1.8418  0.01
H -2.8601 3.9162 2.1119  0.00
H -4.9522 2.6488 2.5579  0.00
H -6.2106 0.5366 2.3953  0.00
H -6.2961 -1.8336 1.6737  0.00
H -4.3466 -2.8622 0.5724  0.00
O 1.8734 0.5055 5.9574  0.01
C 1.4119 0.2864 4.7203  0.02
C 0.2452 -0.4300 4.4497  -0.01
C -0.1370 -0.5953 3.1383  0.06
N 0.5698 -0.1049 2.1077  -0.05
C 1.6796 0.5633 2.3941  0.05
Br 2.5943 1.2309 0.8744  0.00
C 2.1557 0.8053 3.6614  -0.02
H 1.2991 0.1057 6.6221  0.00
H -0.3578 -0.8494 5.2440  0.00
H -1.0367 -1.1396 2.8754  -0.01
H 3.0621 1.3643 3.8376  0.00
C -1.4168 2.3237 -2.4304  0.03
C -0.3544 1.3862 -2.8970  -0.01
N 0.2164 0.4704 -2.1484  0.00
C 1.1379 -0.2686 -2.8731  0.02
C 1.2804 0.1150 -4.1651  0.00
S 0.2200 1.4110 -4.5013  0.00
C 1.7705 -1.3894 -2.1813  0.02
C 2.6233 -2.3210 -2.6765  0.00
S 2.9827 -3.4661 -1.4601  0.01
C 1.9777 -2.6367 -0.3563  0.03
N 1.4100 -1.5715 -0.8639  -0.03
C 1.7713 -3.1038 1.0442  0.02
H -2.0180 1.8374 -1.6637  0.00
H -2.0635 2.6150 -3.2560  0.00
H -0.9769 3.2301 -2.0117  0.00
H 1.9207 -0.3093 -4.9193  0.00
H 3.0263 -2.3972 -3.6719  0.00
H 2.2143 -4.0847 1.2030  0.00
H 0.7008 -3.1568 1.2500  0.00
H 2.2236 -2.4019 1.7466  0.00

***

No. 2
C23H20Cl3EuN2O5PS3 | the ωB97M-V functional and the def2-TZVPD basis

Results
E_HOMO (alpha / beta) = -6.4 / -8.2 eV
total energy = -5001.0196 hartree
multiplicity = 8

Each line ends with the Mulliken spin population.
Element x y z (Å)
Eu -0.8446 -0.6812 0.6869  6.96
O -2.3544 -2.1857 -0.3686  0.00
C -2.1345 -3.2525 -0.9433  0.01
C -0.8637 -3.9424 -1.1015  0.00
C -0.9437 -5.1474 -1.8142  0.00
C 0.1874 -5.8868 -2.0274  0.00
C 1.4370 -5.4606 -1.5457  0.00
C 1.5393 -4.2946 -0.8474  0.00
C 0.3967 -3.4657 -0.5841  0.00
O 0.4973 -2.3864 0.0665  0.00
N 0.0935 -7.1299 -2.7652  0.00
O -1.0098 -7.5203 -3.0948  0.00
O 1.1206 -7.7497 -2.9643  0.00
H -2.9864 -3.7786 -1.4104  0.00
H -1.8926 -5.4978 -2.1983  0.00
H 2.3084 -6.0690 -1.7389  0.00
H 2.4954 -3.9565 -0.4734  0.00
Cl -5.0943 3.9411 0.4893  0.00
C -3.3480 3.6108 0.6133  0.00
Cl -2.7160 4.2149 2.1383  0.00
Cl -2.4595 4.2691 -0.7412  0.00
C -3.2014 2.1258 0.5971  0.01
N -2.9832 0.9994 0.6313  0.01
C -3.4225 -0.1331 4.2039  0.00
S -2.7700 -1.7149 3.7392  0.00
C -4.1258 -2.2942 2.7521  0.00
O -1.6427 -1.4316 2.7924  0.01
H -4.2219 -0.2843 4.9238  0.00
H -3.7702 0.3927 3.3115  0.00
H -2.5995 0.4115 4.6621  0.00
H -5.0444 -2.1697 3.3189  0.00
H -3.9521 -3.3447 2.5359  0.00
H -4.1421 -1.7107 1.8248  0.00
S -0.1862 0.9429 -1.5210  0.00
P 0.9143 1.8506 -0.1268  0.01
S 0.3637 1.6532 1.7851  0.00
C 2.6470 1.3145 -0.2991  0.00
C 3.1717 0.9979 -1.5497  0.00
C 4.4989 0.6338 -1.6884  0.00
C 5.3261 0.5774 -0.5735  0.00
C 4.8157 0.8903 0.6767  0.00
C 3.4860 1.2595 0.8100  0.00
C 0.9666 3.6348 -0.5275  0.00
C 0.8656 4.0652 -1.8474  0.00
C 0.9070 5.4139 -2.1567  0.00
C 1.0479 6.3571 -1.1459  0.00
C 1.1478 5.9378 0.1729  0.00
C 1.1072 4.5859 0.4767  0.00
H 2.5276 1.0075 -2.4197  0.00
H 4.8907 0.3808 -2.6628  0.00
H 6.3616 0.2854 -0.6794  0.00
H 5.4498 0.8394 1.5502  0.00
H 3.0851 1.4892 1.7884  0.00
H 0.7281 3.3346 -2.6347  0.00
H 0.8272 5.7346 -3.1858  0.00
H 1.0784 7.4107 -1.3852  0.00
H 1.2530 6.6646 0.9666  0.00
H 1.1670 4.2613 1.5082  0.00

***

No. 3
C23H20Cl5N7O3S3Tl | the ωB97M-V functional and the def2-TZVPD basis

Results
charge = +1
E_HOMO = -8.2 eV
total energy = -5165.1421 hartree
multiplicity = 1

Each line ends with the Mulliken charge.
Element x y z (Å)
Tl -2.3418 0.4368 -1.4187  0.61
Cl -0.5964 2.8243 -3.3253  -0.15
C -1.5509 3.5887 -2.0990  0.82
C -2.4015 2.8321 -1.3303  -1.00
C -3.2694 3.4291 -0.4406  0.77
Cl -4.3778 2.4938 0.5054  -0.23
C -3.2523 4.8162 -0.2748  -0.02
Cl -4.3174 5.5770 0.8342  -0.14
C -2.3556 5.5838 -1.0203  0.28
Cl -2.3162 7.2839 -0.8196  -0.13
C -1.5049 4.9732 -1.9420  0.07
Cl -0.4290 5.9178 -2.8859  -0.14
C 1.9432 -3.1758 -1.6411  -0.90
N 1.2044 -2.8158 -0.4524  0.12
C 1.8802 -2.6872 0.8378  -0.36
C 0.7230 -2.3548 1.7922  -0.71
N -0.3483 -2.0140 0.8602  0.39
C -0.0573 -2.3808 -0.4020  0.13
S -1.1561 -2.3265 -1.6919  -0.25
H 2.8095 -2.5218 -1.7521  0.31
H 1.2951 -3.0745 -2.5077  0.32
H 2.2900 -4.2072 -1.5678  0.32
H 2.6327 -1.8971 0.7873  0.10
H 2.3782 -3.6191 1.1042  0.42
H 0.9531 -1.5256 2.4583  0.40
H 0.4479 -3.2217 2.3950  0.36
H -1.3204 -1.9445 1.1314  0.01
O 5.2200 0.6622 4.1384  -0.71
S 6.4434 0.5921 3.3616  1.29
O 7.0621 -0.7145 3.5237  -0.70
O 7.3748 1.6410 3.7189  -0.70
C 6.0110 0.7921 1.6317  -0.01
N 7.0460 0.8672 0.8135  -0.42
C 6.7372 0.9913 -0.4728  -0.45
C 5.4242 1.0284 -0.9199  -0.68
C 4.4275 0.9362 0.0409  0.14
N 4.7298 0.8222 1.3370  -0.24
C 2.9768 0.9407 -0.2847  1.32
C 2.5015 0.5788 -1.5399  -0.94
C 1.1346 0.5376 -1.7506  -0.57
N 0.2489 0.8639 -0.8115  0.20
C 0.7068 1.2422 0.3804  -0.87
C 2.0531 1.2837 0.6955  -0.48
H 7.5649 1.0616 -1.1682  0.42
H 5.2055 1.1421 -1.9713  0.45
H 3.1663 0.2890 -2.3423  0.38
H 0.7371 0.2222 -2.7078  0.61
H -0.0363 1.5211 1.1196  0.46
H 2.3812 1.5779 1.6824  0.67
C -5.1012 -3.6628 1.2394  -0.83
N -5.7245 -2.5566 0.5287  0.16
C -6.9808 -2.5651 -0.0546  -0.10
C -7.1706 -1.3571 -0.6197  -0.57
N -6.0241 -0.6282 -0.3710  0.17
C -5.1378 -1.3604 0.3357  0.00
S -3.6101 -0.8772 0.8841  -0.39
H -5.8296 -4.4630 1.3305  0.30
H -4.7911 -3.3339 2.2285  0.34
H -4.2306 -4.0134 0.6878  0.31
H -7.6190 -3.4288 -0.0105  0.43
H -8.0050 -0.9549 -1.1639  0.44
H -5.8540 0.3321 -0.6241  0.19

***

No. 4
C23H20ClF5OPTcTe | the ωB97M-V functional and the def2-TZVPD basis

Results
charge = +1
E_HOMO (alpha / beta) = -12.2 / -12.3 eV
total energy = -2613.1303 hartree
multiplicity = 4

Each line ends with the Mulliken spin population.
Element x y z (Å)
C -0.7795 -1.7205 3.3621  -0.03
C -0.8387 -2.1047 1.9894  0.13
C 0.5088 -2.1379 1.4772  -0.16
H -1.7158 -2.4011 1.4515  0.04
C 1.3938 -1.7150 2.5315  0.00
C 0.6004 -1.5124 3.6998  0.06
H 1.0024 -1.3636 4.6921  0.01
H -1.6272 -1.6835 4.0228  0.01
H 0.7866 -2.5568 0.5174  0.00
H 2.4745 -1.6540 2.4950  0.01
Tc 0.0566 -0.1072 2.0393  2.81
Cl 2.0012 1.1565 1.8665  0.19
P 0.0392 0.1037 -0.2694  -0.31
C 1.1806 -0.9372 -1.2804  -0.03
C 0.7522 -1.5704 -2.4560  0.00
H -0.3036 -1.5874 -2.7149  0.00
C 1.6643 -2.1818 -3.3133  0.00
H 1.3032 -2.5977 -4.2566  0.00
C 3.0163 -2.2403 -2.9738  0.00
H 3.7333 -2.6956 -3.6629  0.00
C 3.4395 -1.6831 -1.7596  0.00
H 4.4935 -1.7344 -1.4794  0.00
C 2.5330 -1.0439 -0.9074  0.00
H 2.8479 -0.6304 0.0541  0.00
C -1.5256 -0.3245 -1.1653  0.00
C -2.1099 -1.5891 -0.9539  0.02
H -1.5758 -2.3438 -0.3738  0.00
C -3.3512 -1.8938 -1.5115  0.00
H -3.8717 -2.8046 -1.2100  0.00
C -3.8994 -1.0598 -2.4927  0.01
H -4.8137 -1.3527 -3.0162  0.00
C -3.2357 0.1246 -2.8273  0.00
H -3.6013 0.7425 -3.6473  0.00
C -2.0980 0.5252 -2.1224  0.01
H -1.6400 1.4906 -2.3355  0.00
C 0.4504 1.7004 -1.0835  -0.02
C 1.1349 1.7525 -2.3048  0.01
H 1.5906 0.8551 -2.7174  0.00
C 1.2360 2.9486 -3.0126  0.00
H 1.7035 2.9374 -3.9973  0.00
C 0.7211 4.1266 -2.4726  0.00
H 0.7651 5.0566 -3.0455  0.00
C 0.1299 4.0951 -1.2017  0.00
H -0.2766 5.0095 -0.7730  0.00
C 0.0279 2.8999 -0.4840  0.02
H -0.3638 2.8702 0.5355  0.01
F -0.5615 1.8209 7.1479  0.00
Te -0.5728 1.5553 5.2640  0.00
F -2.1669 2.5644 5.1839  0.00
F 0.4587 3.1136 5.0075  0.00
F 1.0641 0.6199 5.4843  0.00
F -1.5677 -0.0375 5.5832  0.00
O -0.6127 1.1957 3.4169  0.18

***

> The lowest total energy belongs to which entry?

C23H20BrN4OS3Ti

***

> Among the records above, which one has the lowest total energy?

C23H20BrN4OS3Ti

***

> What is the formula in the fourth record?

C23H20ClF5OPTcTe

***

> Among the records above, which one has the highest total energy?

C23H20ClF5OPTcTe